No. 1
DFT (ωB97M-V/def2-TZVPD) results for a cluster of 5 separate species, C42H64BN9O7PS2 in total in a non-equilibrium geometry.

Summary:
Spin multiplicity ... 1
Total charge ... +1
Electronic energy ... -3820.650121 Ha
LUMO ... -2.1280 eV
HOMO ... -10.70 eV

```
126
Properties=species:S:1:pos:R:3:forces:R:3:mulliken_charge:R:1
N -6.130 -3.916 2.984 -0.108 0.004 0.042 -0.41
C -2.862 -0.784 3.203 -1.075 -0.653 -0.661 -0.42
C 3.603 -2.371 3.565 0.742 -0.085 -0.014 -1.09
C -1.717 5.087 -4.078 -0.052 -0.097 0.071 -0.31
C -0.080 3.522 1.114 1.106 0.891 0.405 -0.54
H -1.873 8.829 -3.495 -0.014 -0.002 0.019 0.37
C 0.621 3.997 -8.705 0.049 0.105 0.019 -0.17
O 2.735 -0.067 3.140 0.016 0.875 0.150 -0.58
H -2.961 2.923 -9.318 -0.008 0.024 -0.007 0.37
C -0.918 2.252 -9.201 -0.015 -0.067 -0.006 -0.20
H -2.808 -2.558 4.450 0.103 -0.070 0.167 0.39
H 3.046 -2.330 4.496 -0.393 -0.212 -0.078 0.29
H 3.369 -2.490 -0.683 0.142 0.141 -0.051 0.03
H -1.327 -1.945 -2.465 -0.201 -0.026 -0.053 0.36
H -9.233 -5.547 4.617 0.001 0.000 -0.001 0.37
S 0.189 -3.098 4.788 -0.159 0.314 -0.231 -0.41
H -3.024 -0.279 4.148 0.498 0.271 0.093 0.21
C -8.365 -5.090 4.160 -0.052 -0.031 0.029 -0.14
H -1.709 4.009 -4.202 0.034 0.005 -0.048 0.45
H 2.464 1.530 1.036 0.132 0.027 0.101 0.40
N 1.492 -0.695 2.974 0.220 -1.095 0.161 1.45
C -1.586 4.512 -8.872 -0.009 0.132 0.017 -0.17
C 3.225 -4.392 0.369 -0.438 0.702 -0.281 0.36
C -0.693 2.304 1.108 -0.521 -0.617 0.284 0.81
H 4.682 -4.373 1.951 0.195 0.177 0.255 0.43
H 5.297 -5.501 -3.648 0.029 -0.051 -0.026 0.34
C -8.453 -3.839 3.572 0.015 -0.012 0.001 -0.50
H 0.311 -1.743 1.733 -0.171 -0.066 -0.094 0.31
H -1.143 1.215 -9.416 0.001 0.003 -0.007 0.38
C -6.064 -5.117 3.555 0.119 0.025 -0.046 -0.12
H -0.484 5.484 -5.794 -0.037 -0.004 -0.025 0.39
H -5.090 -5.594 3.529 -0.021 -0.044 0.029 0.35
H 0.882 3.608 1.624 0.013 0.099 -0.053 0.60
N 6.223 -3.729 -3.196 0.075 -0.053 -0.017 -0.35
H 4.490 -2.823 1.131 0.140 0.165 0.132 0.43
H -1.699 4.240 3.604 0.124 0.146 -0.178 0.34
H 0.801 1.670 2.266 0.125 -0.039 -0.100 1.02
C 7.359 -3.036 -3.257 -0.089 0.061 0.054 -0.21
H 4.588 -2.787 3.822 0.122 0.148 0.160 0.50
C -2.449 6.862 -2.858 -0.065 -0.074 0.062 -0.15
H -2.346 5.284 -8.826 -0.039 -0.039 -0.006 0.37
O 0.733 2.403 -1.490 -0.240 0.161 1.029 -0.63
H -2.192 -2.833 2.864 -0.027 -0.095 -0.299 0.16
H -3.023 7.206 -2.004 0.003 0.069 -0.027 0.37
N -2.416 5.541 -3.036 0.068 0.073 -0.031 -0.36
N -1.702 -0.322 2.453 0.210 -0.003 0.351 0.83
C -2.629 2.263 3.722 -0.031 0.646 0.006 -1.27
C -1.929 3.197 -9.148 0.030 -0.005 0.005 -0.40
C -1.036 5.906 -4.964 0.025 -0.027 -0.018 -0.37
H -2.172 5.327 -0.487 0.071 0.097 -0.102 0.41
C -2.966 -2.303 3.406 0.277 0.127 0.604 -1.25
C 0.494 -0.069 3.778 -0.560 0.650 -0.068 -1.90
H -3.957 -2.663 3.151 -0.044 -0.083 -0.254 0.18
C 8.530 -3.523 -3.815 -0.017 -0.014 -0.003 -0.48
H 1.294 -4.157 0.108 -0.049 0.118 -0.034 0.28
O -0.163 -0.037 -0.239 -0.812 0.285 0.975 -0.19
H -7.032 -6.724 4.599 0.022 -0.003 -0.003 0.35
N 0.020 1.212 1.793 -0.710 0.129 -0.120 1.24
C -2.678 3.791 3.487 -0.737 -0.385 0.618 -0.64
C -1.807 7.767 -3.688 0.007 -0.014 -0.012 -0.52
H 4.682 -0.494 3.576 -0.135 0.288 0.353 0.45
O 1.864 -4.667 0.683 -0.007 -0.293 0.303 -0.63
B 1.858 1.770 -1.039 0.497 0.144 -0.521 0.87
H -1.122 1.331 4.911 -0.068 -0.128 0.107 0.72
H 1.207 1.954 -9.010 0.018 0.016 -0.004 0.37
H 4.150 -1.042 2.018 0.017 0.136 -0.106 0.24
C -1.729 4.455 -0.030 0.017 1.407 -0.401 -0.55
H 4.200 -3.873 -1.472 0.205 0.432 -0.153 0.07
C -1.085 7.276 -4.762 0.028 0.057 -0.036 -0.27
H -1.786 -0.381 1.456 0.133 -0.086 -0.045 0.58
P 0.113 -1.224 5.187 0.921 -2.370 0.205 0.89
C -7.145 -5.746 4.153 -0.013 0.025 -0.010 -0.52
C 0.074 -1.259 -0.931 -0.331 -0.191 -1.196 0.43
H 1.933 -1.515 1.126 0.146 -0.112 -0.018 0.30
C -0.726 0.558 2.966 0.603 0.275 0.839 -0.80
H 0.866 3.344 -1.654 0.040 -0.039 -0.647 0.22
C 6.236 -4.959 -3.708 -0.113 0.033 0.046 -0.06
C 3.326 -3.554 -0.911 -0.111 -0.524 0.159 -0.85
N -0.338 4.921 -8.652 -0.021 -0.119 0.062 -0.53
H -3.174 2.081 4.639 -0.048 -0.266 0.178 1.03
H -3.743 -0.538 2.608 -0.063 0.358 -0.057 0.73
H 7.304 -6.546 -4.682 -0.022 -0.003 0.003 0.35
H 9.422 -2.913 -3.838 -0.007 0.016 0.012 0.35
H -0.502 2.530 3.860 0.252 0.016 -0.183 0.51
C -1.211 1.704 3.896 -0.526 -0.152 -0.050 -1.62
H -0.328 -2.130 -0.418 0.081 0.067 0.469 0.38
H 0.120 -1.153 -3.092 0.054 -0.149 -0.172 0.42
H -4.487 3.655 5.181 0.091 -0.157 -0.258 0.14
C 0.387 2.658 -8.976 -0.025 0.009 0.010 -0.37
H -3.111 4.036 2.526 0.264 -0.002 -0.296 0.22
H 3.672 -5.365 0.188 0.252 -0.074 0.081 0.56
C 3.948 -3.663 1.553 -0.426 -1.096 -0.442 -1.17
C -1.922 2.145 0.497 0.087 0.139 -0.266 -0.66
H -1.171 -0.996 6.897 -0.093 -0.168 0.059 0.39
N -0.541 4.638 0.547 -0.549 -1.148 0.214 -0.68
H -7.339 -2.325 2.525 -0.062 0.004 0.014 0.35
C 7.352 -5.542 -4.285 0.005 0.021 0.003 -0.57
S -3.727 4.658 4.722 0.168 0.412 0.139 -0.21
H -9.386 -3.293 3.556 0.006 0.015 -0.013 0.35
O -1.218 -0.782 5.956 -0.025 1.001 -0.212 -0.48
C 1.116 -1.020 1.627 -0.762 0.611 0.585 -1.36
H 1.338 0.032 6.425 0.331 -0.091 0.273 0.34
H 7.322 -2.038 -2.833 0.061 0.008 -0.016 0.35
C 8.524 -4.805 -4.339 0.058 -0.026 -0.030 -0.12
H 2.652 -4.045 3.035 -0.471 -0.008 -0.197 0.26
C 3.850 -0.967 3.069 -0.120 -0.516 -0.836 -0.41
O 1.314 -0.921 6.239 -0.538 0.882 -0.375 -0.58
H 0.988 0.796 4.230 -0.002 0.068 0.191 1.06
H 1.133 -1.403 -1.124 0.311 -0.015 0.362 -0.12
H 2.710 0.124 0.091 0.101 -0.242 0.056 -0.46
H -3.202 1.770 2.945 0.142 -0.161 -0.216 0.23
C -2.433 3.276 -0.097 -0.198 -0.590 0.115 -1.13
C 0.676 0.246 0.848 2.430 -1.269 -1.279 0.50
H 9.417 -5.224 -4.784 -0.001 0.001 0.001 0.37
C -7.312 -3.300 3.000 0.076 0.042 -0.046 -0.13
C 1.978 0.897 0.290 -1.006 0.438 -0.283 -0.99
H 2.460 -3.722 -1.553 -0.038 -0.140 -0.102 0.41
H 1.628 4.358 -8.522 0.020 -0.050 -0.018 0.37
H 3.292 1.158 -2.243 0.406 0.024 0.088 0.32
O 3.028 1.949 -1.765 -0.289 -0.042 -0.003 -0.54
H -0.568 7.949 -5.434 -0.002 -0.008 -0.008 0.41
H -2.456 1.216 0.443 -0.005 -0.175 0.029 0.57
C -0.619 -1.143 -2.298 0.443 0.272 0.240 -1.51
N 2.983 -3.223 2.547 0.271 0.391 0.495 0.18
H -3.377 3.247 -0.614 -0.135 0.057 -0.094 0.42
H -1.095 -0.171 -2.361 -0.338 0.042 0.012 0.24
```
Forces are in eV/Å.

---

No. 2
DFT (ωB97M-V/def2-TZVPD) results for the ion C4H12N3O2 with charge +1 in a non-equilibrium geometry.

Summary:
Spin multiplicity ... 1
Total charge ... +1
SMILES ... CC(C)(C)NN(O)[NH+]=O
ΔE to the lowest compared entry with this formula, charge and spin ... 858.08 kJ/mol
Electronic energy ... -473.853733 Ha
LUMO ... -5.3920 eV
HOMO ... -14.60 eV

```
21
Properties=species:S:1:pos:R:3:forces:R:3:mulliken_charge:R:1
N 0.980 0.247 -0.660 2.437 -1.481 0.575 -0.42
H -1.031 0.148 1.910 -0.762 0.724 0.869 0.46
H -1.956 1.525 -0.329 -3.719 -0.004 0.820 0.51
H -2.131 -0.865 -0.420 -0.228 -0.218 0.068 0.41
C -0.065 0.225 1.470 0.014 1.353 -0.691 -1.65
H 0.419 -0.628 1.834 1.137 -1.199 0.614 0.48
N 3.206 -0.444 -0.705 1.909 -2.169 0.103 0.27
C -1.103 -1.198 -0.291 -0.597 2.152 -2.249 -1.58
H -1.071 -1.758 0.571 0.174 -2.017 1.430 0.44
H -0.446 2.270 -0.047 -0.168 -0.076 -0.481 0.38
C -0.987 1.468 -0.567 4.685 -1.434 -1.728 -1.56
H -0.857 1.561 -1.727 -0.296 -0.160 2.122 0.38
H -0.852 -1.682 -1.245 0.222 -0.152 0.574 0.34
C -0.320 0.075 -0.001 -0.232 2.231 -1.286 1.32
H 3.183 0.444 -1.145 0.713 1.857 -0.692 0.28
O 1.830 -1.939 0.247 -0.685 -0.230 -0.073 -0.37
H 1.047 0.422 -1.666 -0.433 -0.792 0.183 0.37
N 2.064 -0.732 -0.291 -2.360 0.142 0.079 0.66
O 4.179 -1.204 -0.677 -0.934 0.869 0.196 -0.56
H 2.606 -2.417 0.662 -0.088 1.297 -0.754 0.44
H 0.526 1.153 1.653 -0.788 -0.692 0.324 0.39
```
Forces are in eV/Å.

---

No. 3
DFT (ωB97M-V/def2-TZVPD) results for a structure of composition C17H32MnN6O2 in a non-equilibrium geometry.

Summary:
Spin multiplicity ... 2
Total charge ... +2
Electronic energy ... -2296.520712 Ha
LUMO (spin up / spin down) ... -5.7659 / -5.7012 eV
HOMO (spin up / spin down) ... -15.11 / -14.86 eV

```
58
Properties=species:S:1:pos:R:3:forces:R:3:mulliken_charge:R:1
H -2.742 -0.628 1.789 -0.006 0.005 0.010 0.35
H -1.036 4.229 3.171 0.006 0.000 -0.002 0.40
C 2.357 -1.604 -0.839 -0.002 -0.046 -0.062 -0.67
C -2.138 3.564 -0.966 -0.007 -0.006 -0.002 -1.03
H -1.759 1.653 2.302 0.032 -0.036 0.094 0.62
N -3.021 3.977 3.711 -0.043 -0.187 -0.080 -0.11
C 1.591 0.606 2.414 -0.006 0.058 0.010 -0.49
C 2.549 0.932 1.285 -0.024 -0.039 -0.002 -0.83
H -2.405 -0.877 -0.404 -0.063 -0.112 0.010 0.32
H 1.429 2.113 0.069 0.134 0.021 0.004 0.36
H 1.813 1.214 -2.022 0.000 -0.005 0.000 0.29
O -4.778 3.826 2.293 -0.085 -0.119 0.005 -0.56
C 3.112 -0.415 -1.427 -0.033 0.029 0.010 -0.93
C -1.325 2.456 -0.837 -0.056 -0.021 0.025 -0.23
C -2.858 3.988 0.138 -0.005 0.058 -0.002 -0.41
H 2.743 -2.517 -1.301 -0.039 -0.015 0.013 0.52
H -0.905 0.078 3.174 -0.027 0.092 0.078 0.02
N -1.201 1.764 0.311 0.102 0.162 -0.022 0.08
H 0.588 -3.012 0.427 -0.010 0.025 0.012 0.27
H -0.634 -2.810 2.206 -0.015 -0.023 0.048 0.20
O -1.147 2.665 4.435 -0.076 -0.002 -0.120 -0.44
N 1.761 1.151 0.048 -0.477 0.215 -0.088 0.08
C 0.221 -2.769 -0.571 -0.011 -0.044 -0.055 -0.57
C -1.229 -1.958 2.547 -0.016 0.090 -0.075 -0.79
Mn -0.059 0.062 0.081 0.493 -0.983 0.185 0.61
H -3.687 4.236 4.425 -0.012 0.010 -0.017 0.27
H -1.447 4.677 4.829 -0.005 0.017 -0.003 0.47
N 0.712 -0.504 1.989 -0.257 0.168 -0.182 -0.22
H 0.158 -1.067 3.954 0.022 -0.059 -0.036 0.50
H 0.948 1.464 2.627 -0.003 -0.009 0.037 0.11
H -2.211 4.075 -1.915 0.003 -0.006 -0.004 0.47
H -1.784 -2.322 3.412 -0.012 0.040 0.014 0.50
H 3.158 1.804 1.532 -0.009 0.001 -0.020 0.53
C -1.880 2.202 1.382 0.015 0.086 -0.053 -0.11
H 3.218 -0.549 -2.505 0.025 -0.018 0.007 0.41
H -3.534 4.831 0.078 -0.012 -0.012 0.002 0.55
H 0.485 -3.609 -1.219 0.019 0.010 0.012 0.49
H 3.318 1.722 -1.288 -0.001 -0.006 0.010 0.43
H 2.133 0.369 3.333 0.010 -0.019 -0.015 0.54
H -1.778 -3.429 -0.131 -0.018 0.006 -0.019 0.38
C -1.282 -2.565 -0.577 0.040 -0.002 0.008 -0.81
H 0.704 -1.419 -2.003 -0.022 0.052 0.006 0.31
C -2.246 -1.552 1.486 0.056 -0.071 0.003 -0.78
C -2.708 3.310 1.342 -0.019 -0.172 0.086 -0.14
C -3.595 3.705 2.502 0.116 0.394 0.023 0.09
C -1.626 3.948 4.041 0.069 -0.066 0.034 -0.61
H 2.543 -1.704 0.230 0.046 0.013 0.011 0.27
N -1.661 -1.314 0.135 -0.044 0.419 -0.024 -0.12
N 0.890 -1.523 -1.005 -0.021 0.194 0.074 -0.14
H 3.235 0.104 1.118 0.015 -0.012 0.010 0.24
H -1.437 2.487 5.338 0.034 -0.001 -0.025 0.29
C 2.515 0.984 -1.217 0.034 -0.049 0.017 -0.70
H 1.279 -1.342 1.878 0.054 0.025 0.033 0.33
H -3.019 -2.320 1.405 0.005 0.006 -0.014 0.48
H -1.635 -2.492 -1.607 0.009 0.017 0.000 0.45
C -0.321 -0.824 3.002 0.067 -0.115 0.018 -0.18
H -0.758 2.093 -1.690 0.032 0.010 0.009 0.33
H 4.128 -0.463 -1.032 -0.005 0.034 0.006 0.35
```
Forces are in eV/Å.

---

No. 4
DFT (ωB97M-V/def2-TZVPD) results for a structure of composition C24H28HoPS2.

Summary:
Spin multiplicity ... 5
Total charge ... +2
Electronic energy ... -3016.705932 Ha
LUMO (spin up / spin down) ... -7.2530 / -7.0725 eV
HOMO (spin up / spin down) ... -14.71 / -14.71 eV

```
56
Properties=species:S:1:pos:R:3:forces:R:3:mulliken_charge:R:1
H 1.056 -5.994 -0.597 0.008 -0.004 0.010 0.43
H -1.646 1.737 2.722 -0.014 0.041 0.018 0.39
H -2.650 3.276 -0.410 0.038 0.014 -0.020 0.51
S -0.858 -2.805 3.111 0.082 0.289 -0.569 -0.30
H -2.338 -0.123 3.451 -0.026 -0.002 0.036 0.47
H -3.553 -1.341 3.124 0.008 -0.020 0.014 0.37
H -3.895 -2.726 1.916 0.057 -0.025 0.017 0.25
C -3.191 -0.368 2.819 -0.114 0.106 -0.053 -2.05
H 0.435 -3.892 0.496 0.042 -0.221 0.046 -0.80
C 1.437 -3.498 5.687 -0.024 0.011 -0.065 -0.19
H 0.647 -4.204 5.458 -0.004 -0.002 0.050 0.38
C -1.972 0.272 -2.857 0.098 0.031 0.038 -2.34
H -1.698 -2.961 -1.818 -0.025 -0.077 -0.065 0.31
H -3.973 0.361 3.040 0.002 0.003 -0.009 0.45
H 1.644 -4.139 7.715 0.013 0.004 -0.002 0.42
H -2.906 0.395 -3.412 0.014 -0.028 -0.021 0.46
C -2.617 -1.206 -0.903 -0.287 -0.199 0.022 0.60
H -1.374 1.164 -3.020 0.000 -0.027 -0.021 0.50
Ho -0.570 -1.559 0.828 0.527 0.227 0.654 0.54
C 2.913 -1.698 4.994 -0.006 -0.028 -0.067 -0.53
C 3.467 -1.673 6.264 0.024 0.006 0.009 -0.70
C -2.141 2.573 -1.064 0.019 0.009 0.008 -2.41
H 3.696 -6.937 2.639 -0.007 -0.003 -0.012 0.43
C -2.836 -0.290 1.349 -0.327 -0.297 0.148 0.96
C 1.999 -3.461 6.950 -0.047 -0.066 0.032 -0.76
C -3.629 -2.698 0.866 0.092 0.163 0.101 -1.82
C -2.258 1.177 -0.526 0.214 -0.178 0.173 1.19
C 1.156 -4.561 0.992 0.115 0.068 0.076 0.34
C -3.025 -1.370 0.450 -0.499 0.410 -0.085 0.79
H -1.534 2.869 1.375 0.012 0.005 0.056 0.53
H -2.606 2.645 -2.045 0.032 0.003 -0.004 0.52
H -1.435 -0.568 -3.292 -0.023 -0.019 -0.011 0.51
S 1.777 -1.097 1.915 -0.430 -0.120 -0.225 -0.48
C 2.637 -5.085 2.815 -0.052 0.084 -0.050 -0.28
H 3.446 -2.529 8.227 -0.007 0.003 -0.003 0.42
H -4.550 -2.860 0.303 0.047 -0.072 -0.068 0.48
C 1.716 -4.229 2.225 0.012 0.231 0.330 1.26
H 3.265 -1.015 4.232 0.014 0.014 0.029 0.32
P 1.197 -2.710 3.071 0.241 -0.245 -0.275 1.57
H 2.669 -7.528 0.469 0.008 -0.005 0.008 0.42
H -3.438 -3.101 -1.563 0.054 -0.043 0.019 0.36
C -2.390 0.963 0.858 0.218 -0.087 0.001 0.81
H -2.967 -3.548 0.671 -0.064 -0.059 -0.020 0.42
C -2.268 0.068 -1.397 0.173 -0.145 0.125 0.77
C -2.147 2.092 1.823 -0.031 -0.009 -0.072 -2.16
H -1.101 2.895 -1.160 -0.008 0.011 -0.012 0.42
C 3.011 -2.552 7.237 0.013 0.025 -0.030 -0.45
C 2.980 -6.271 2.177 0.031 -0.085 -0.047 -0.77
H 3.085 -4.827 3.766 0.004 -0.030 0.006 0.43
C 1.903 -2.614 4.712 -0.137 0.078 -0.197 0.62
C 1.494 -5.739 0.359 -0.081 0.092 -0.161 -0.97
C -2.648 -2.406 -1.832 -0.105 0.206 0.057 -1.42
H -3.089 2.548 2.140 -0.009 -0.014 0.000 0.45
H -2.823 -2.105 -2.860 0.074 -0.030 -0.028 0.46
C 2.407 -6.601 0.960 0.049 0.017 0.087 -0.53
H 4.253 -0.966 6.488 -0.004 -0.010 0.024 0.42
```
Forces are in eV/Å.